A | A 2-piece molecular cluster, C3H8ClISi overall. Source: OMol25; level of theory: ωB97M-V with the def2-TZVPD basis set.

CARTESIAN COORDINATES (ANGSTROEM)
C (-0.46, 0.78, -0.53)
C (-0.77, -0.53, 0.19)
C (0.40, -1.39, 0.39)
Si (3.33, 0.51, 1.86)
Cl (3.68, 0.28, 3.85)
I (4.98, -0.79, 0.56)
H (-1.37, 1.32, -0.75)
H (0.18, 1.41, 0.08)
H (0.06, 0.59, -1.47)
H (-1.27, -0.32, 1.14)
H (-1.51, -1.08, -0.42)
H (1.15, -1.45, -0.38)
H (0.45, -2.07, 1.21)
H (3.54, 1.90, 1.49)

Computed properties:
Charge: 0
Orbital gap (spin up / spin down), eV: 6.650 / 8.468
M, g mol⁻¹: 234.5

Here are the Löwdin charges for atoms 1 to 5, given in e: atom 1 (C): -0.12, atom 2 (C): -0.35, atom 3 (C): 0.00, atom 4 (Si): -0.27, atom 5 (Cl): 0.14

B | C3H8ClISi as an isolated structure. Source: OMol25; level of theory: ωB97M-V with the def2-TZVPD basis set.

CARTESIAN COORDINATES (ANGSTROEM)
C (0.54, -0.73, 1.61)
C (0.48, -0.77, -1.62)
C (-1.21, 1.32, 0.00)
Si (0.37, 0.24, -0.01)
Cl (2.08, 1.70, 0.01)
I (-2.96, 0.05, 0.03)
H (0.82, -0.07, 2.42)
H (-0.38, -1.24, 1.88)
H (1.32, -1.48, 1.53)
H (0.53, -0.12, -2.48)
H (1.37, -1.39, -1.62)
H (-0.38, -1.41, -1.73)
H (-1.28, 1.95, 0.88)
H (-1.30, 1.94, -0.89)

Computed properties:
Charge: 0
Orbital gap, eV: 9.869
M, g mol⁻¹: 234.5

Here are the Löwdin charges for atoms 1 to 5, given in e: atom 1 (C): -0.22, atom 2 (C): -0.21, atom 3 (C): -0.75, atom 4 (Si): 0.20, atom 5 (Cl): 0.14

C | A 2-piece molecular cluster, C3H8ClISi overall. Source: OMol25; level of theory: ωB97M-V with the def2-TZVPD basis set.

CARTESIAN COORDINATES (ANGSTROEM)
C (0.63, 0.48, 1.56)
C (1.27, -0.07, 0.28)
C (0.77, 0.57, -0.98)
Si (-2.00, -0.44, -1.18)
Cl (-2.81, -0.85, -2.89)
I (-1.53, -2.51, 0.09)
H (-0.36, 0.32, 1.61)
H (1.11, 0.06, 2.47)
H (0.70, 1.54, 1.69)
H (2.41, 0.08, 0.46)
H (1.09, -1.15, 0.11)
H (1.04, 0.14, -1.82)
H (0.72, 1.70, -1.17)
H (-3.06, 0.12, -0.24)

Computed properties:
Charge: 0
Orbital gap (spin up / spin down), eV: 7.589 / 7.507
M, g mol⁻¹: 234.5

Here are the Löwdin charges for atoms 1 to 5, given in e: atom 1 (C): -0.13, atom 2 (C): -0.37, atom 3 (C): -0.06, atom 4 (Si): -0.29, atom 5 (Cl): 0.25

Result of the stability comparison: C is the least stable of them.